A molecular structure, C42H55BBrFeN9O at a distorted geometry, computed with ωB97M-V/def2-TZVPD.

XYZ file:
```
110
Properties=species:S:1:pos:R:3:forces:R:3
C -3.2692 0.8134 1.3708 -0.493 1.720 -0.938
C 2.9812 -4.4462 1.2909 -0.080 0.399 0.048
N 0.3782 -0.3277 -0.9788 0.163 0.237 -0.655
C -1.3464 4.2699 -0.1149 -1.732 -1.159 0.714
C -4.8505 3.0398 0.6740 -1.837 1.021 -0.911
C 0.3339 3.3870 3.9016 -0.880 -0.195 0.363
H -1.4417 1.5573 5.0314 -0.127 -0.065 0.026
C -2.7197 -3.2599 0.3787 0.057 -0.085 -0.063
H 2.5805 -2.1253 -4.4772 0.283 -0.268 0.369
N -5.7439 3.7965 0.0665 0.641 -1.473 1.836
C -0.9317 1.1773 4.1481 0.156 -0.351 -0.247
O -2.6020 -0.1888 1.5239 0.742 -1.325 0.335
N 1.6855 -0.7775 -0.9112 -0.922 -0.017 0.819
H -0.8900 -1.3323 -4.4803 -0.385 0.343 0.283
C -0.5196 -3.3281 1.5103 -0.156 -0.139 0.175
C -4.6741 0.8617 1.6658 -0.887 -0.591 0.972
H -0.9779 1.0752 -3.6586 -0.010 -0.356 0.203
H -3.2932 5.2014 -0.1513 -0.081 0.115 -0.210
H 4.3105 -2.6423 -1.0558 0.235 -0.079 -0.101
H -0.8106 5.1564 -0.4093 0.202 -0.068 -0.099
H 1.4033 -0.1757 -4.0690 0.007 -0.056 -0.326
C -2.0132 -3.4678 1.7299 0.557 0.450 -0.494
H -2.5085 -4.1271 -0.2560 0.009 0.173 -0.082
H 5.4613 -2.2285 -2.3536 0.082 -0.139 0.043
C 2.2236 -0.7897 -2.1247 0.702 -0.859 -0.712
H -2.0840 -5.6687 1.7259 0.103 0.273 -0.003
C -2.6314 2.0582 0.7999 0.917 -1.666 1.079
H 4.0484 -3.0314 2.5524 0.142 -0.026 -0.071
H -3.2129 0.7199 -2.4199 -0.993 -0.018 -0.696
H -3.5683 6.2672 -4.4558 -0.195 -0.311 0.151
H 3.1994 2.4401 3.3333 0.274 0.124 0.024
C -4.0362 5.4248 -3.9406 0.034 0.262 -0.418
C 0.4818 -4.2915 1.6700 -0.498 -0.231 0.145
H -5.6672 2.4833 -2.0675 0.064 -0.079 -0.090
H 3.2829 -4.4902 -0.8713 -0.017 0.118 -0.169
H 5.4059 1.4533 -0.6833 -0.012 0.064 0.260
N 0.0272 -2.1819 1.0986 0.001 -0.665 0.304
B 2.2287 -1.2337 0.4847 0.307 0.472 -0.304
N 1.0324 0.3293 2.1520 0.133 -0.680 -0.745
Fe -0.6040 -0.1963 0.8757 0.900 0.032 -0.033
H 3.3629 -1.4973 0.3122 -0.008 -0.262 0.268
H 4.9751 -4.4782 2.1161 -0.112 0.155 -0.101
N 1.3745 -2.4079 0.9792 0.015 0.517 0.011
H 4.0854 -2.9952 -4.1004 -0.031 0.363 0.264
H -4.5305 6.5930 -2.2334 -0.170 0.113 -0.003
C -4.0587 4.1554 -4.5358 0.083 0.903 -0.070
H 3.8703 0.6271 -0.7650 -0.021 -0.072 0.148
C -1.6542 -0.9765 -3.7642 0.060 0.007 -0.104
C -2.3433 -4.8104 2.3571 -0.389 -0.152 0.317
H -2.3065 -2.6567 2.4077 -0.078 -0.155 -0.011
H -1.8403 -4.9198 3.3212 0.037 -0.055 -0.107
C -5.1964 3.3106 -2.5846 -0.197 -0.437 0.312
H 3.9028 2.2804 -0.2161 0.131 -0.008 -0.108
H 2.7883 -5.2044 2.0528 0.109 -0.115 -0.047
H -2.3719 -2.3502 -0.1419 -0.092 -0.370 0.226
C 4.2711 -3.7274 1.7375 -0.385 0.015 0.245
H -3.8025 -3.1964 0.4897 -0.033 0.019 0.095
C 0.1425 -0.0733 -2.2806 -0.246 0.082 0.075
C -2.2451 0.7209 -1.9913 0.816 0.166 1.035
H 0.4046 3.0745 0.2285 -0.235 -0.280 -0.046
H -1.5703 1.3662 3.2790 0.153 0.098 0.134
H 3.9189 -0.5758 -3.2586 0.286 0.098 0.021
Br -3.3816 3.9128 -6.3152 -0.242 0.017 0.901
C -4.6190 5.6242 -2.7042 0.600 0.378 -0.117
H 4.9936 1.7388 1.8480 0.071 0.157 -0.171
C 3.5317 -1.3928 -2.6457 0.360 0.315 -0.267
C -5.1672 4.5657 -1.9648 0.557 0.209 -0.975
H -4.6905 2.1704 -4.3069 -0.111 -0.651 -0.115
C -0.6883 3.0698 0.2631 1.265 1.135 -0.302
C -4.6463 3.1236 -3.8322 -0.106 -0.253 -0.338
H -2.0372 1.7427 -1.6561 -0.054 -0.195 -0.073
N -5.4633 4.7948 -0.6674 0.064 0.808 -0.472
C 3.2049 -2.5159 -3.6532 -0.874 -0.314 -0.012
C 4.5771 0.9093 1.2722 0.346 0.076 0.287
C 3.1909 0.8068 1.8450 -0.095 -0.255 0.224
C -5.4437 1.9297 1.3912 0.729 -0.649 -0.021
C 5.5606 -0.2401 1.4711 -0.150 -0.082 0.568
H -0.3305 3.6038 3.0610 0.142 0.239 -0.074
C 4.4465 1.3310 -0.1684 -0.049 0.588 -0.899
C 1.6615 -3.6753 1.3194 0.729 -0.304 -0.159
N -1.2679 1.9829 0.7185 -1.776 0.531 -0.280
H 2.3848 -5.9025 -0.2466 0.516 0.441 0.072
H -6.5068 1.8827 1.6348 0.322 0.441 -0.285
H -2.5741 -0.7030 -4.3107 0.398 -0.172 0.123
C 0.4300 1.8596 4.0461 0.610 0.228 -0.269
C 1.3441 1.3251 2.9502 -0.161 0.325 1.331
H -2.3168 0.0705 -1.1015 0.090 0.079 -0.280
H -3.4155 -4.8865 2.5568 0.035 0.055 -0.057
H 2.6237 -3.3131 -3.1520 0.204 0.271 -0.211
H -0.8158 0.0795 4.2445 -0.064 0.545 0.003
H -1.8844 -1.8377 -3.1185 0.030 0.327 0.008
C 3.2039 -5.1811 -0.0399 -0.433 -0.428 0.415
H 6.5785 0.0183 1.1640 -0.214 0.237 -0.014
N 2.1829 -0.0160 1.4736 -0.162 -0.211 -0.147
H 4.1490 -5.7211 0.0553 -0.102 -0.106 -0.225
C -3.3961 3.1421 0.4911 -0.401 0.780 -0.335
H 1.2696 3.9303 3.7973 0.185 -0.318 -0.212
H -0.1357 3.7896 4.7966 -0.190 0.121 0.070
H 5.2674 -1.1053 0.9135 -0.104 -0.492 -0.235
H -5.1213 -0.0035 2.1713 0.373 0.261 -0.304
H 4.7732 -3.1766 0.9410 -0.168 -0.091 0.015
H 5.5949 -0.5266 2.5242 0.053 -0.013 -0.009
C -1.1689 0.2518 -2.9447 -0.204 -0.189 -0.299
C 4.6658 -1.8527 -1.7147 -0.813 -0.223 -0.570
C 1.2786 -0.3179 -3.0175 0.202 0.135 0.151
H 0.9093 1.6627 5.0206 0.209 -0.049 -0.444
C 2.6863 1.6761 2.7854 -0.377 -0.029 0.181
C -2.7461 4.2909 0.0075 1.576 0.055 0.272
H 0.3966 -5.3201 2.0069 -0.106 0.320 -0.114
H 5.0663 -1.0573 -1.1245 0.194 0.414 0.331
```
Positions in Å, forces in eV/Å.

As for the charge: +1. The max |F| comes out at 2.4 eV Å⁻¹. For the electronic energy, the calculation gives -165008.3695 eV. The spin multiplicity is 6. The LUMO energy (spin up / spin down) comes out at -4.43 / -4.44 eV. Its expectation value of S² is 8.8049.